[1]
C31H53BrNP3Ru | ωB97M-V/def2-TZVPD

Calculated values
* expectation value of S²: 6.129
* multiplicity: 5
* charge: +4

```
90
Properties=species:S:1:pos:R:3:mulliken_charge:R:1
C 6.578 1.312 -1.238 -0.297
C 5.602 2.321 -1.415 0.449
C 6.022 3.563 -1.914 -0.371
C 7.393 3.851 -1.924 -0.386
N 8.297 2.920 -1.635 0.079
C 7.939 1.688 -1.282 -0.379
C 4.228 2.125 -0.984 0.875
C 3.194 1.878 -0.334 -1.282
C 2.293 1.096 0.426 1.220
C 1.879 -0.070 -0.274 -0.078
C 1.324 -1.135 0.506 -0.897
C 0.639 -0.636 1.729 -0.556
C 1.070 0.478 2.416 -0.239
C 1.997 1.339 1.767 -1.175
Ru -0.545 -0.453 0.088 0.284
P -1.168 -1.095 -1.883 1.128
H 5.314 4.315 -2.242 0.478
H 6.323 0.278 -1.029 0.454
H 7.738 4.857 -2.175 0.425
H 8.741 0.969 -1.023 0.411
H 2.544 2.144 2.266 0.494
H 2.186 -0.167 -1.316 0.751
H 0.637 0.741 3.386 0.876
H 1.582 -2.177 0.356 0.312
C -2.974 -1.570 -1.946 -0.190
C -3.858 -0.838 -2.949 -1.596
H -3.343 -1.383 -0.922 0.119
H -3.032 -2.657 -2.097 0.624
H -4.872 -1.265 -2.930 0.406
H -3.960 0.224 -2.698 0.344
H -3.500 -0.914 -3.985 0.385
C -0.960 0.293 -3.053 0.219
C 0.213 0.254 -4.037 -1.355
H -0.887 1.178 -2.398 -0.364
H -1.883 0.454 -3.624 0.550
H 0.288 1.212 -4.557 0.456
H 1.177 0.055 -3.566 0.196
H 0.077 -0.511 -4.803 0.321
C -0.382 -2.540 -2.710 -0.838
C -1.035 -2.912 -4.049 -1.240
H -0.419 -3.381 -2.005 0.586
H 0.682 -2.290 -2.829 0.506
H -0.439 -3.675 -4.563 0.419
H -2.048 -3.313 -3.914 0.332
H -1.112 -2.064 -4.740 0.258
Br -3.078 -0.349 1.297 -0.512
P -1.717 3.600 0.847 0.176
C -2.697 2.749 -0.469 1.017
C -3.967 3.555 -0.800 -1.397
H -2.911 1.740 -0.063 -0.550
H -2.024 2.638 -1.345 0.037
H -4.417 3.186 -1.737 0.390
H -4.725 3.490 0.007 0.390
H -3.720 4.612 -0.946 0.386
C -2.049 2.745 2.421 0.896
C -2.838 3.602 3.401 -1.313
H -1.047 2.539 2.833 0.056
H -2.515 1.772 2.174 -0.532
H -3.151 3.024 4.273 0.397
H -2.199 4.403 3.780 0.379
H -3.716 4.068 2.954 0.362
C 0.049 3.345 0.415 1.489
C 0.713 4.625 -0.082 -1.446
H 0.120 2.524 -0.315 -0.553
H 0.533 2.988 1.330 -0.349
H 1.802 4.478 -0.119 0.326
H 0.379 4.895 -1.091 0.398
H 0.487 5.462 0.594 0.415
C 1.387 -2.863 3.615 -1.076
C 0.684 -3.516 2.430 -0.948
P -0.758 -2.586 1.762 0.518
C -1.603 -3.819 0.721 0.211
C -1.329 -5.309 0.950 -1.546
C -1.685 -2.403 3.346 -0.342
C -2.002 -3.660 4.162 -1.272
H 1.257 -1.774 3.613 0.105
H 2.457 -3.097 3.550 0.363
H 1.018 -3.246 4.592 0.339
H 1.376 -3.690 1.588 0.600
H 0.265 -4.496 2.717 0.683
H -2.665 -3.612 0.883 0.551
H -1.402 -3.552 -0.324 -0.432
H -1.549 -5.628 1.969 0.363
H -1.979 -5.885 0.280 0.449
H -0.291 -5.587 0.717 0.401
H -1.097 -1.675 3.922 0.453
H -2.620 -1.883 3.078 0.333
H -1.125 -4.260 4.452 0.312
H -2.489 -3.324 5.093 0.413
H -2.703 -4.325 3.631 0.347
```

---

[2]
C33H31AuClN2P | ωB97M-V/def2-TZVPD

Calculated values
* multiplicity: 1

```
69
Properties=species:S:1:pos:R:3:nbo_charge:R:1
Au 0.162 0.835 0.324 0.644
C 3.001 -3.200 -0.065 -0.601
C 4.292 -2.451 0.254 -0.422
C 4.563 -1.358 -0.750 -0.056
C 5.576 -1.532 -1.687 -0.206
C 5.783 -0.623 -2.708 -0.221
C 4.934 0.462 -2.837 -0.219
C 3.898 0.667 -1.936 -0.037
C 2.881 1.746 -2.200 -0.412
C 1.741 1.158 -3.032 -0.603
C 3.750 -0.216 -0.856 0.197
N 2.731 0.022 0.102 -0.572
C 3.113 0.104 1.326 0.123
C 2.201 0.131 2.415 0.033
C 2.466 0.150 3.783 -0.275
C 1.222 0.079 4.421 -0.342
C 0.268 0.019 3.412 -0.039
N 0.856 0.037 2.201 -0.646
H 2.845 -4.022 0.634 0.208
H 3.026 -3.608 -1.077 0.202
H 2.143 -2.530 0.006 0.218
H 5.138 -3.142 0.245 0.205
H 4.235 -2.066 1.273 0.212
H 6.210 -2.408 -1.607 0.205
H 6.589 -0.773 -3.415 0.209
H 5.059 1.160 -3.658 0.205
H 3.346 2.569 -2.748 0.205
H 2.496 2.154 -1.266 0.204
H 2.125 0.780 -3.981 0.206
H 0.971 1.897 -3.245 0.207
H 1.279 0.319 -2.508 0.210
H 4.178 0.111 1.577 0.174
H 3.443 0.192 4.239 0.212
H 1.029 0.059 5.481 0.213
H -0.806 -0.039 3.506 0.195
Cl -3.040 0.283 -0.006 0.024
C -3.473 1.973 0.065 0.010
C -4.832 2.239 0.174 -0.234
C -5.288 3.544 0.174 -0.173
C -4.387 4.593 0.045 -0.239
C -3.040 4.316 -0.063 -0.107
C -2.545 3.008 -0.030 -0.426
P -0.744 2.806 -0.183 0.906
C -0.022 3.778 1.172 -0.390
C -0.775 4.303 2.216 -0.203
C -0.144 4.887 3.307 -0.200
C 1.237 4.947 3.363 -0.195
C 1.994 4.413 2.329 -0.207
C 1.371 3.822 1.246 -0.142
C -0.457 3.743 -1.710 -0.387
C -1.075 3.302 -2.878 -0.193
C -0.896 3.989 -4.064 -0.205
C -0.087 5.118 -4.098 -0.202
C 0.530 5.562 -2.941 -0.210
C 0.341 4.881 -1.745 -0.156
H -5.521 1.411 0.247 0.234
H -6.348 3.740 0.259 0.223
H -4.733 5.617 0.022 0.223
H -2.340 5.136 -0.178 0.216
H -1.854 4.241 2.202 0.222
H -0.741 5.280 4.119 0.217
H 1.727 5.390 4.220 0.218
H 3.075 4.433 2.376 0.219
H 1.977 3.367 0.472 0.219
H -1.698 2.414 -2.861 0.224
H -1.382 3.637 -4.963 0.220
H 0.059 5.649 -5.030 0.218
H 1.158 6.442 -2.959 0.217
H 0.818 5.242 -0.844 0.219
```

---

[3]
C17H28N7OPPd | ωB97M-V/def2-TZVPD

Calculated values
* expectation value of S²: 2.012
* multiplicity: 3
* charge: +2

```
55
Properties=species:S:1:pos:R:3:mulliken_charge:R:1
Pd 0.088 -0.217 -0.111 -0.229
C -3.454 2.343 1.383 -1.253
C -2.694 1.391 0.504 0.530
O -1.464 1.277 0.606 -0.555
N -3.426 0.684 -0.378 0.011
C -2.865 -0.179 -1.406 -1.358
C -2.604 -1.578 -0.933 1.014
C -3.574 -2.556 -1.048 -0.827
C -3.304 -3.834 -0.593 -0.307
C -2.070 -4.099 -0.025 -0.828
C -1.153 -3.073 0.059 -0.202
N -1.404 -1.837 -0.388 0.192
H -2.751 2.947 1.947 0.333
H -4.080 1.780 2.082 0.332
H -4.102 2.988 0.788 0.373
H -4.421 0.829 -0.372 0.274
H -1.949 0.248 -1.752 0.242
H -3.554 -0.193 -2.243 0.574
H -4.533 -2.317 -1.493 0.420
H -4.049 -4.616 -0.682 0.423
H -1.816 -5.084 0.345 0.420
H -0.182 -3.228 0.508 0.432
C 3.053 -1.405 4.696 -0.900
N 2.052 -0.451 4.174 0.016
C 1.515 0.585 5.087 -0.896
C 1.711 -0.458 2.900 0.151
N 1.386 -0.432 1.785 -0.138
H 3.967 -0.881 4.969 0.323
H 3.275 -2.151 3.941 0.329
H 2.652 -1.904 5.576 0.321
H 2.313 1.252 5.406 0.319
H 1.076 0.106 5.959 0.328
H 0.749 1.159 4.576 0.323
C 4.472 -1.089 -3.063 -0.872
N 4.378 -1.329 -1.624 0.172
C 5.058 -0.245 -0.927 -0.724
N 4.429 1.030 -1.360 0.322
C 4.596 1.306 -2.803 -0.679
N 3.877 0.213 -3.444 0.238
C 2.430 0.261 -3.339 -0.960
P 1.883 -0.027 -1.560 1.598
C 2.984 -1.504 -1.203 -0.958
C 3.100 1.247 -0.860 -0.924
H 3.954 -1.885 -3.591 0.376
H 5.519 -1.090 -3.363 0.315
H 6.112 -0.233 -1.187 0.278
H 4.945 -0.361 0.146 0.374
H 5.646 1.282 -3.074 0.286
H 4.167 2.268 -3.063 0.340
H 1.973 -0.533 -3.928 0.442
H 2.050 1.216 -3.693 0.471
H 2.548 -2.346 -1.738 0.418
H 2.922 -1.717 -0.144 0.455
H 3.059 1.140 0.221 0.433
H 2.751 2.238 -1.147 0.414
```

---

[4]
C4H7ClN3 | ωB97M-V/def2-TZVPD

Calculated values
* multiplicity: 1
* charge: +1

```
15
Properties=species:S:1:pos:R:3:nbo_charge:R:1
C 0.456 1.448 -1.090 -0.344
C 0.704 1.238 0.317 0.190
C -1.090 -2.005 1.061 0.500
C -0.308 0.547 -1.814 -0.133
N -0.449 -1.173 1.576 -0.474
N -1.713 -3.033 0.477 -0.844
N 1.511 1.928 1.038 -0.455
Cl 2.355 3.280 0.270 0.200
H 1.113 2.137 -1.612 0.254
H 0.235 0.418 1.036 0.317
H -0.861 -0.182 -1.377 0.203
H -0.316 0.720 -2.927 0.238
H -2.493 -3.507 0.937 0.446
H -0.937 -3.600 0.069 0.431
H 1.794 1.783 2.039 0.473
```

---

[5]
C3H4N2O2 | ωB97M-V/def2-TZVPD

Calculated values
* SMILES string: NC=C=O.N=C=O
* multiplicity: 1

```
11
Properties=species:S:1:pos:R:3:nbo_charge:R:1
N -1.546 0.791 -0.034 -0.811
C -1.098 -0.360 0.652 -0.331
C -0.167 -1.221 0.344 0.612
O 0.494 -2.156 0.078 -0.476
H -1.164 0.858 -0.967 0.385
H -1.362 1.647 0.478 0.368
H -1.562 -0.498 1.616 0.245
N 2.019 0.414 0.001 -0.744
C 1.300 0.292 -0.942 0.846
O 0.674 0.442 -1.903 -0.527
H 2.411 -0.208 0.676 0.434
```

---

[6]
C49H61AsN5O2SSi2W | ωB97M-V/def2-TZVPD

Calculated values
* multiplicity: 1
* charge: +3

```
122
Properties=species:S:1:pos:R:3:mulliken_charge:R:1
W 0.454 -0.126 0.260 0.110
O 0.968 -0.523 1.925 -0.389
C 0.925 0.003 3.256 2.170
C 1.743 1.313 3.274 -1.735
C 1.234 2.417 2.392 -0.086
C 1.590 3.711 2.760 -1.278
C 1.085 4.788 2.063 -1.450
C 0.224 4.521 1.013 -0.378
C -0.062 3.211 0.655 -0.013
C -0.984 2.970 -0.497 -1.950
C -0.311 2.224 -1.684 2.270
O 0.141 0.990 -1.128 -0.054
C 0.911 2.915 -2.278 -1.223
C 1.767 2.120 -3.044 0.603
C 2.941 2.637 -3.562 -0.834
C 3.265 3.967 -3.340 -1.050
C 2.390 4.780 -2.639 -1.075
C 1.216 4.261 -2.115 -0.035
C -1.389 2.071 -2.768 0.827
C -1.219 2.636 -4.030 -0.688
C -2.229 2.569 -4.977 -1.017
C -3.427 1.941 -4.684 -0.920
C -3.608 1.385 -3.430 -0.730
C -2.603 1.454 -2.478 0.563
N 0.449 2.139 1.319 2.027
C 1.590 -0.909 4.288 0.281
C 1.453 -0.581 5.635 -0.598
C 2.081 -1.336 6.607 -1.072
C 2.853 -2.432 6.249 -0.696
C 2.992 -2.761 4.914 -1.292
C 2.366 -2.002 3.938 0.064
C -0.537 0.201 3.675 -0.030
C -1.252 -0.956 3.978 0.270
C -2.562 -0.894 4.413 -0.540
C -3.180 0.333 4.581 -1.420
C -2.463 1.490 4.336 -0.750
C -1.154 1.432 3.880 -0.818
H 2.775 1.064 2.995 0.293
H 1.791 1.675 4.303 1.106
H 2.226 3.856 3.619 0.662
H 1.325 5.799 2.346 0.557
H -0.233 5.333 0.474 0.652
H -1.389 3.915 -0.854 0.730
H -1.826 2.344 -0.155 0.434
H 1.492 1.091 -3.233 0.666
H 3.601 2.016 -4.149 0.525
H 4.186 4.374 -3.722 0.480
H 2.611 5.826 -2.502 0.517
H 0.541 4.915 -1.592 0.622
H -0.315 3.166 -4.280 0.510
H -2.077 3.030 -5.941 0.503
H -4.220 1.905 -5.414 0.482
H -4.544 0.914 -3.174 0.442
H -2.808 1.045 -1.490 -0.458
H 0.844 0.265 5.922 0.398
H 1.975 -1.065 7.645 0.474
H 3.343 -3.023 7.008 0.439
H 3.597 -3.607 4.627 0.503
H 2.485 -2.277 2.897 0.399
H -0.741 -1.904 3.931 0.736
H -3.083 -1.804 4.662 0.699
H -4.192 0.383 4.950 0.486
H -2.912 2.451 4.524 0.591
H -0.618 2.359 3.748 0.489
C -0.506 -1.063 -5.251 -0.442
C -1.339 -1.422 -4.029 -0.602
N -0.542 -1.252 -2.815 1.433
C 0.816 -1.381 -2.813 -0.406
N 1.422 -1.137 -1.630 0.521
C 2.895 -1.249 -1.691 -0.736
C 3.358 -2.389 -2.590 -0.659
C 2.851 -2.094 -3.983 -0.814
N 1.433 -1.779 -3.925 0.305
C 0.746 -1.919 -5.203 -0.890
H -0.249 -0.001 -5.235 0.133
H -1.060 -1.263 -6.166 0.423
H -1.675 -2.461 -4.097 0.428
H -2.219 -0.785 -3.948 0.126
H -0.890 -0.518 -2.195 -1.389
H 3.292 -1.431 -0.688 0.015
H 3.321 -0.300 -2.056 0.257
H 2.947 -3.334 -2.231 0.209
H 4.445 -2.458 -2.581 0.470
H 2.989 -2.954 -4.642 0.577
H 3.392 -1.241 -4.411 0.327
H 0.491 -2.973 -5.366 0.319
H 1.450 -1.618 -5.981 0.525
S 4.683 2.457 0.239 -0.125
C 4.883 0.974 1.070 -0.485
C 3.739 0.246 1.020 -1.311
N 2.699 0.826 0.331 1.048
C 3.085 2.005 -0.116 0.110
H 5.803 0.714 1.554 0.571
H 3.621 -0.719 1.490 0.237
H 2.441 2.660 -0.678 -0.097
C -1.431 -3.815 -0.678 -0.896
Si -0.612 -2.744 0.695 1.350
C -0.902 -3.843 2.249 -1.613
C 1.279 -3.025 0.431 -0.487
As -1.760 -0.705 0.494 0.012
Si -4.515 -1.478 0.697 0.584
C -5.108 0.164 1.475 -0.729
C -4.942 -1.821 -1.133 -0.672
C -4.578 -3.002 1.842 -0.820
H -0.937 -4.775 -0.781 0.518
H -1.447 -3.333 -1.653 -0.078
H -2.463 -4.004 -0.397 0.255
H -0.822 -4.882 1.938 0.557
H -1.889 -3.715 2.679 0.361
H -0.166 -3.702 3.039 0.484
H 1.589 -3.853 1.066 0.903
H 1.910 -2.166 0.710 -0.615
H 1.504 -3.330 -0.588 0.315
H -4.922 0.993 0.791 0.329
H -4.543 0.340 2.391 -0.010
H -6.167 0.159 1.723 0.493
H -4.701 -0.960 -1.751 -0.073
H -6.000 -2.040 -1.255 0.482
H -4.386 -2.678 -1.507 0.322
H -3.935 -2.858 2.704 0.079
H -4.282 -3.916 1.332 0.352
H -5.590 -3.157 2.209 0.522
```

---

The evaluated total energy for the records listed, in turn: -134939.8168; -63208.4799; -43314.8893; -21244.4844; -10249.1891; -152582.9533 eV.